[1]
{
  "formula": "C7H10O2",
  "method": "ωB97M-V with the def2-TZVPD basis set",
  "symbols": ["C", "C", "C", "C", "C", "C", "C", "H", "H", "H", "H", "H", "H", "H", "H", "H", "H", "O", "O"],
  "positions_angstrom": [[1.494, -1.294, -1.477], [1.224, -0.205, -0.410], [0.147, 0.873, -0.766], [0.403, 1.110, 0.800], [0.581, -0.426, 0.860], [-0.959, -0.837, 0.646], [-1.214, 0.158, -0.471], [0.595, -1.781, -1.798], [2.165, -2.102, -1.086], [1.890, -0.907, -2.350], [2.187, 0.243, -0.139], [0.274, 1.547, -1.696], [1.382, 1.591, 0.890], [-0.652, 1.458, 2.534], [1.239, -0.989, 1.621], [-1.541, -1.016, 1.518], [-2.143, 0.589, -0.780], [-0.644, 1.887, 1.422], [-1.287, -1.250, -0.648]],
  "nbo_charge": [-0.610, -0.210, -0.278, 0.127, -0.276, 0.052, 0.053, 0.231, 0.200, 0.205, 0.208, 0.237, 0.169, 0.453, 0.219, 0.196, 0.209, -0.695, -0.493],
  "gap_ha": 0.362,
  "e_tot_ev": -11511.218,
  "homo_energy_ev": -9.28
}

---

[2]
{
  "formula": "C7H10O2Si",
  "method": "ωB97M-V with the def2-TZVPD basis set",
  "symbols": ["C", "Si", "O", "O", "C", "C", "C", "C", "C", "C", "H", "H", "H", "H", "H", "H", "H", "H", "H", "H"],
  "positions_angstrom": [[-0.470, 2.605, 0.543], [-1.246, 0.952, 0.066], [-1.615, 1.362, -1.557], [-2.822, 0.717, 0.838], [0.021, -0.396, 0.096], [-0.320, -1.653, 0.623], [0.550, -2.710, 0.539], [1.725, -2.525, -0.151], [1.962, -1.316, -0.829], [1.152, -0.224, -0.652], [-1.262, 3.325, 0.383], [-0.009, 2.636, 1.540], [0.424, 2.889, -0.105], [-0.963, 1.777, -2.194], [-3.165, 1.640, 1.057], [-1.295, -1.730, 1.140], [0.377, -3.651, 1.060], [2.509, -3.281, -0.070], [2.958, -1.165, -1.296], [1.487, 0.750, -1.031]],
  "nbo_charge": [-1.163, 2.072, -1.122, -1.060, -0.524, -0.182, -0.219, -0.193, -0.206, -0.199, 0.236, 0.237, 0.238, 0.505, 0.494, 0.223, 0.218, 0.216, 0.212, 0.216],
  "smiles": "C[Si](O)(O)c1ccccc1",
  "gap_ha": 0.371,
  "e_tot_ev": -19396.046,
  "homo_energy_ev": -9.52
}